No. 1
Entry from the Open Molecules 2025 dataset: C37H33BrF4HoN4PSSi as an isolated structure (ωB97M-V/def2-TZVPD).

The spin multiplicity is 5. As for the frontier orbital gap (alpha / beta): 6.97 / 6.94 eV. The value obtained for the LUMO energy (alpha / beta) is -5.5 / -5.4 eV. The value obtained for the electronic energy is -6598.9654 a.u. Its charge is +2. Its expectation value of S² is 6.01.

Geometry as XYZ:
```
83
Properties=species:S:1:pos:R:3:forces:R:3
Ho -0.216765 -0.144379 0.060940 -0.0780 0.6372 0.4500
N 1.904996 -0.007895 4.036121 -0.0901 -0.0250 0.2364
C 0.678446 -0.078525 4.694225 0.3853 0.0161 0.0801
C 0.369854 -0.172137 6.046058 -0.0319 -0.0002 -0.0249
C -0.970543 -0.247342 6.357157 -0.0687 -0.0028 -0.0220
C -1.958642 -0.230118 5.355937 0.0797 0.0043 0.0543
C -1.631870 -0.131607 4.019920 -0.0761 -0.0227 0.0144
C -0.279837 -0.049972 3.689516 0.0235 0.0258 -0.2982
N 0.371593 0.047150 2.444377 -0.3517 -0.1192 -0.2820
C 1.664982 0.052852 2.721138 0.1724 0.0114 -0.1000
C 2.699048 0.062053 1.687005 -0.3403 0.0597 0.0631
C 4.039943 -0.061222 1.833639 0.1676 -0.0019 0.0295
S 4.781750 -0.084271 0.301694 0.2610 -0.0324 -0.0484
C 3.276131 0.064242 -0.448510 -0.0633 0.0481 0.0504
N 2.266828 0.146456 0.380997 -0.4391 -0.2528 -0.1053
H 2.811885 -0.011313 4.473684 -0.0090 -0.0034 0.0153
H 1.134287 -0.190677 6.811818 -0.0239 0.0007 -0.0274
H -1.269225 -0.324413 7.393687 -0.0163 -0.0012 -0.0217
H -2.998862 -0.296542 5.644274 0.0136 0.0016 0.0007
H -2.411897 -0.110262 3.271562 0.0085 -0.0111 0.0249
H 4.622416 -0.151930 2.737593 -0.0211 0.0073 -0.0448
H 3.170368 0.085820 -1.525395 0.0056 -0.0116 0.0165
F -0.019215 6.215475 -4.418283 0.0007 -0.0318 0.0087
C -0.003971 4.949284 -4.060916 -0.0051 0.1653 -0.0271
C 0.004992 3.956461 -5.022087 0.0071 0.0578 -0.1539
F 0.000108 4.277791 -6.301060 0.0018 -0.0302 0.0275
C 0.021259 2.629276 -4.628812 -0.0334 0.0151 -0.1258
F 0.039102 1.706341 -5.585524 -0.0014 -0.0493 0.0707
C 0.024146 2.255386 -3.293251 -0.0330 0.2082 -0.0713
P -0.024980 0.512610 -2.832713 0.0813 -0.3827 0.4088
C 1.477251 -0.202352 -3.547208 0.0268 0.0751 -0.0938
C 2.572026 0.612289 -3.839319 0.0346 0.0040 -0.1523
C 3.762948 0.049291 -4.280220 -0.0422 -0.0135 0.0280
C 3.868712 -1.328584 -4.423941 0.0011 0.0058 -0.0076
C 2.783858 -2.143617 -4.126960 -0.0353 0.0483 0.0075
C 1.590793 -1.585167 -3.686542 0.0871 -0.0397 0.0539
C -1.484816 -0.162948 -3.650010 -0.0662 0.0001 -0.1084
C -2.701488 0.097169 -3.017181 -0.0773 0.0456 0.0057
C -3.890916 -0.355546 -3.564551 0.0408 -0.0290 -0.0154
C -3.867061 -1.092904 -4.741969 0.0170 -0.0049 -0.0220
C -2.659881 -1.351414 -5.377337 0.0048 0.0096 0.0263
C -1.468702 -0.880990 -4.840076 0.0081 -0.0785 -0.0370
C 0.019517 3.281544 -2.349981 0.0095 -0.0228 0.0404
Br 0.026733 2.958458 -0.487172 0.0272 -0.0376 0.1728
C 0.005384 4.609757 -2.715281 0.0072 0.1101 -0.1020
F -0.000180 5.582218 -1.815220 0.0007 -0.0542 0.0359
H 2.496324 1.689985 -3.747795 0.0201 -0.0287 0.0100
H 4.601662 0.688414 -4.525418 -0.0195 -0.0107 0.0024
H 4.792256 -1.765547 -4.781038 -0.0158 0.0035 0.0167
H 2.862563 -3.216738 -4.243681 -0.0050 0.0130 0.0041
H 0.755365 -2.232897 -3.450555 -0.0056 0.0190 -0.0092
H -2.728571 0.706572 -2.116335 0.0238 0.0199 -0.0237
H -4.835126 -0.132111 -3.084160 0.0039 0.0028 -0.0112
H -4.791624 -1.455771 -5.171778 0.0201 0.0043 0.0116
H -2.645152 -1.912439 -6.302443 0.0025 0.0094 0.0167
H -0.535745 -1.071582 -5.354909 -0.0035 0.0134 0.0062
N -2.740671 -0.186240 0.424165 0.4245 -0.0147 0.1202
C -3.275771 1.151963 0.634580 -0.0762 -0.1231 -0.0654
C -4.415371 1.559430 -0.040906 -0.0348 0.0912 -0.0772
C -4.894438 2.850070 0.139305 0.0298 -0.0093 0.0201
C -4.244472 3.723482 1.002848 -0.0120 -0.0179 -0.0260
C -3.109363 3.306072 1.681371 -0.0322 0.0019 -0.0275
C -2.619136 2.021376 1.489984 0.0502 0.0526 0.1194
H -3.249260 -0.643256 -0.329600 0.0841 -0.0460 -0.0551
H -2.897494 -0.774440 1.241931 -0.0602 0.0180 0.0304
H -4.935336 0.871749 -0.699794 0.0016 0.0108 0.0345
H -5.785880 3.167302 -0.385573 0.0161 -0.0042 0.0111
H -4.626872 4.724167 1.151409 -0.0006 -0.0129 -0.0082
H -2.602355 3.979189 2.360398 -0.0075 -0.0140 -0.0047
H -1.739215 1.702714 2.040789 0.0118 -0.0014 -0.0213
C -1.166653 -3.652740 -1.598103 -0.1320 -0.1672 -0.1637
Si -0.100788 -2.935572 -0.230163 0.0203 0.1882 -0.1813
C -0.689528 -3.703095 1.382177 -0.0725 -0.1008 0.2240
C 1.663143 -3.523379 -0.497035 0.2337 -0.1528 -0.0173
H -1.044263 -4.740706 -1.634202 -0.0477 0.0521 -0.0379
H -0.910787 -3.256330 -2.584352 -0.0547 -0.0422 0.0144
H -2.229659 -3.448149 -1.435751 0.0393 -0.0194 -0.0155
H -0.580515 -4.791437 1.324412 -0.0336 0.0450 0.0622
H -1.743883 -3.493254 1.590624 0.0432 -0.0275 -0.0058
H -0.107040 -3.357282 2.241861 -0.0262 -0.0399 -0.0152
H 1.684334 -4.616688 -0.560925 0.0629 0.0492 0.0026
H 2.314238 -3.231556 0.334353 -0.0146 -0.0227 -0.0405
H 2.099079 -3.125973 -1.418311 -0.0033 -0.0378 0.0695
```
Forces are in eV/Å.



No. 2
Entry from the Open Molecules 2025 dataset: C37H33Cl4NO4STeW as an isolated structure (ωB97M-V/def2-TZVPD).

The spin multiplicity is 2. As for the frontier orbital gap (alpha / beta): 5.85 / 5.88 eV. The value obtained for the LUMO energy (alpha / beta) is -10.6 / -10.6 eV. The value obtained for the electronic energy is -4358.4046 a.u. Its charge is +3. Its expectation value of S² is 0.77.

Geometry as XYZ:
```
82
Properties=species:S:1:pos:R:3:forces:R:3
W -0.461141 -0.935590 0.136245 0.4766 0.9566 -2.7838
Cl 3.093415 -5.263502 2.953035 0.2219 0.1543 0.1127
C 2.366193 -3.716545 2.765848 0.5605 -0.7926 -2.2164
C 1.291664 -3.497182 3.706545 -1.1339 1.3630 0.0797
Cl 1.763796 -3.811262 5.317958 -0.4166 0.0935 0.1039
C 0.096010 -2.942008 3.366588 0.5248 -0.6509 0.9623
Cl -1.016547 -2.492899 4.614749 0.0833 -0.2278 -0.7542
C -0.172365 -2.576524 1.935652 1.2278 0.6425 0.0725
O -1.304933 -1.874226 1.561494 -1.8676 -0.9415 0.8401
C 2.108965 -1.698455 1.170932 -0.5851 -1.1535 1.2046
O 2.610526 -0.925689 0.416991 1.1602 0.8030 -0.8865
C 2.758055 -2.979145 1.672227 -0.5480 0.7067 1.0296
Cl 4.182383 -3.351374 0.826353 -0.0064 -0.1235 -0.2647
C -2.143426 5.085037 -4.230211 0.6960 -0.3987 -0.6991
C -2.257259 4.000876 -3.207399 -0.7924 -1.5785 0.7104
C -2.405388 2.640035 -3.623736 0.1917 1.8667 1.3564
C -2.579909 1.607266 -2.740646 0.4732 0.7786 2.2503
C -2.694327 0.218684 -3.208469 -1.0044 -0.6808 -1.0802
C -2.571724 1.949295 -1.336650 -0.5169 0.4036 0.2777
Te -3.016452 0.519637 0.167604 0.3243 -0.6220 -0.2972
N 0.762205 -1.475421 1.519804 0.7290 -1.6157 0.6523
C -0.112051 -3.612930 0.741536 -0.7082 0.0202 1.6954
O -0.205909 -2.963531 -0.320501 0.4285 -0.0235 -0.9902
C -0.157535 -5.007101 0.887895 -0.1575 -1.0407 0.7732
C 0.502540 -5.788162 -0.050895 -0.0822 0.5355 -0.8295
C 0.444454 -7.151124 0.031218 0.1614 -1.2271 0.2092
C -0.286897 -7.753553 1.079462 1.1455 -1.3756 -0.2513
C -0.935528 -7.005736 2.058212 0.9408 1.6986 -2.5156
C -0.872860 -5.626396 1.943610 0.9734 0.1310 -0.5443
C -1.368890 0.823374 1.454902 0.4827 0.5711 1.5538
C -0.124019 1.153395 0.883049 -0.6716 0.8982 -0.3983
C 0.993049 1.457734 1.639978 1.8593 1.1037 -0.7137
C 0.968791 1.294456 2.993618 -0.4543 0.5849 1.7419
C -0.245723 0.940445 3.614940 -0.6148 -0.9720 -0.6710
C -1.424334 0.672951 2.880664 1.7592 0.5608 -1.2684
C -2.656034 0.264959 3.514441 -1.0238 1.1549 1.0736
C -2.566762 3.284800 -0.839726 0.8784 -0.3816 -0.9919
C -2.620057 3.783892 0.604085 -0.3586 -0.3941 -0.4284
C -2.329010 4.251571 -1.819535 -0.3537 -1.2203 -1.3878
H -2.123179 4.652329 -5.255449 0.5802 0.2040 0.7000
H -1.245441 5.694965 -4.003838 -0.5893 -0.1449 -0.4607
H -3.021789 5.707228 -4.306117 -0.2930 0.4239 0.6167
H -2.401572 2.434283 -4.647769 0.0079 -0.3188 -1.5186
H -3.712524 -0.180918 -3.156041 -0.1839 0.2899 0.1241
H -2.135378 -0.464976 -2.600156 0.7436 -0.4729 0.0762
H -2.461678 0.133766 -4.284763 0.2906 -0.0735 0.5885
H 0.997918 -5.166099 -0.782512 0.4334 -0.7698 -0.5581
H 0.957423 -7.850461 -0.649236 -0.2135 0.7948 0.2075
H -0.197354 -8.884657 1.128526 -0.6004 1.5730 0.0626
H -1.601461 -7.419087 2.709814 -1.2731 -1.2480 2.0101
H -1.351307 -4.958102 2.601092 -0.8263 0.2845 1.0073
H -0.149550 1.464402 -0.155192 0.1376 0.2366 -0.4838
H 1.869497 1.935162 1.128242 -0.7886 -0.8700 0.4926
H 1.802875 1.572400 3.664938 -0.3449 -0.3310 -0.7421
H -0.318636 0.745329 4.688536 0.2512 0.3847 -0.2704
H -2.515009 0.216600 4.604705 -0.4310 0.0870 -0.3957
H -2.979318 -0.689335 3.163083 -0.3298 -0.7989 -0.2740
H -3.423758 1.029554 3.235341 0.1954 -0.6246 0.5202
H -1.703574 3.510876 1.146114 -0.2447 0.2835 -0.0521
H -3.489310 3.442192 1.179473 0.1302 -0.3560 -0.1702
H -2.765768 4.864176 0.570648 0.3994 -0.0547 0.1070
H -2.306765 5.241414 -1.511340 0.1542 1.8393 0.5350
C 3.378197 4.698766 0.294736 1.2583 -1.0803 0.6371
C 3.115074 3.634835 -0.743092 -1.6301 -0.5280 0.0141
C 1.748146 3.461281 -1.159522 1.8293 -3.0941 -1.6572
C 1.345107 2.290338 -1.868589 2.2952 1.3244 1.2291
C 2.260932 1.229475 -2.099511 -0.2607 1.9619 1.2784
C 3.560191 1.438479 -1.670623 2.9061 -0.7762 -0.6123
C 4.052104 2.663668 -1.131667 0.0875 -0.0065 0.9490
S 1.830387 -0.385504 -2.501283 0.0686 -0.3670 1.3226
C 1.070479 -0.311065 -4.041508 -0.4018 -2.5536 -1.6997
O 0.537764 -0.693164 -1.558938 -0.6331 0.2223 0.6504
H 2.726874 4.563489 1.149362 -0.8145 -0.0820 -0.0691
H 3.251086 5.719254 -0.032417 0.3434 0.2487 -0.2187
H 4.338117 4.468753 0.813734 -0.1770 0.7844 -0.8980
H 1.016862 4.178503 -0.975910 -1.0529 1.2270 0.4577
H 0.350760 2.213516 -2.130645 -2.1625 -0.1815 -0.7352
H 4.285509 0.577950 -1.861582 -0.8224 1.3454 0.5434
H 5.130189 2.872940 -0.788803 -1.7110 -0.9310 -0.8520
H 0.542774 0.580723 -4.251159 -0.9237 0.7843 0.0898
H 0.503159 -1.296274 -4.156199 0.2319 1.4952 0.2800
H 1.818981 -0.437057 -4.836349 0.3621 0.2616 0.4418
```
Forces are in eV/Å.



No. 3
Entry from the Open Molecules 2025 dataset: C37H33FNOPS6Ti as an isolated structure (ωB97M-V/def2-TZVPD).

The spin multiplicity is 3. As for the frontier orbital gap (alpha / beta): 3.75 / 5.63 eV. The value obtained for the LUMO energy (alpha / beta) is 3.9 / 3.9 eV. The value obtained for the electronic energy is -5239.5607 a.u. Its charge is -2. Its expectation value of S² is 2.03.

Geometry as XYZ:
```
81
Properties=species:S:1:pos:R:3:forces:R:3
Ti 0.523668 0.278017 0.422481 -0.4539 0.1413 -0.3929
O 0.622672 2.034855 1.121341 0.1332 -0.0113 0.0311
N -0.395476 2.943128 1.013178 0.1638 -0.0696 -0.0550
C -0.135401 4.218557 1.465150 -0.2166 0.1311 0.1517
C -1.175279 5.076738 1.674855 0.2003 0.0597 0.0226
C -2.499951 4.676684 1.427862 -0.0339 -0.0755 -0.0240
C -2.708687 3.373470 0.907589 -0.0661 0.0128 -0.0195
C -1.672643 2.508264 0.693305 -0.0825 -0.1497 -0.0920
S -1.807144 0.892615 0.011184 0.0797 0.1781 0.1957
H 0.908953 4.449020 1.603140 0.0008 0.0145 -0.0121
H -0.945146 6.082609 2.005964 -0.0187 -0.0049 0.0070
H -3.327501 5.356179 1.569701 -0.0100 0.0046 -0.0048
H -3.699527 3.042691 0.625417 0.0051 -0.0184 -0.0026
C -0.898684 1.535666 3.969168 0.0717 0.0642 -0.0385
C -1.603820 0.368273 4.591265 -0.0493 -0.0183 0.0381
C -2.402807 0.569167 5.714916 -0.0099 -0.0197 0.0118
C -3.109738 -0.468279 6.302943 -0.0060 -0.0172 0.0148
C -3.027848 -1.746887 5.771431 0.0048 0.0598 0.0102
C -2.234464 -1.965619 4.655932 0.0282 0.0260 0.0236
C -1.518283 -0.927010 4.062102 -0.0330 -0.1457 -0.1041
P -0.440449 -1.243872 2.609776 0.0856 0.0456 0.1467
C -1.149035 -2.804113 1.954001 0.0800 0.0578 -0.0286
C -2.302391 -2.568519 1.200127 -0.0150 0.0027 -0.0703
C -2.975437 -3.598181 0.566834 -0.0053 -0.0383 -0.0131
C -2.482634 -4.890415 0.666136 0.0145 -0.0024 0.0076
C -1.333929 -5.130282 1.403046 -0.0164 0.0152 0.0159
C -0.648315 -4.108565 2.062369 -0.0852 -0.0665 -0.0031
C 0.579455 -4.477145 2.851859 0.0353 0.0173 0.0257
C 1.180772 -1.519610 3.364836 -0.0516 0.0405 0.0137
C 1.431324 -1.560568 4.731221 -0.0288 -0.0124 0.0535
C 2.728451 -1.514402 5.215354 0.0611 -0.0012 0.0033
C 3.781331 -1.407661 4.307641 0.0070 0.0006 -0.0108
C 3.542914 -1.376415 2.946837 -0.0269 -0.0222 -0.0077
C 2.236561 -1.448033 2.429095 0.1938 0.0305 -0.0602
C 1.941129 -1.385765 1.002342 -0.0571 -0.1627 0.1625
H -0.876382 2.381922 4.656363 -0.0027 0.0099 -0.0115
H -1.417161 1.855856 3.062242 -0.0166 -0.0261 0.0315
H 0.126977 1.306650 3.675865 -0.0104 -0.0142 0.0256
H -2.473573 1.570407 6.124153 -0.0099 0.0001 0.0108
H -3.727743 -0.275079 7.171952 -0.0006 -0.0037 0.0007
H -3.576586 -2.568571 6.214950 -0.0067 0.0067 0.0137
H -2.174323 -2.963550 4.239058 0.0119 0.0026 -0.0319
H -2.659395 -1.549069 1.086235 0.0159 0.0099 0.0229
H -3.860347 -3.382837 -0.017909 -0.0063 -0.0090 0.0006
H -2.982749 -5.710171 0.164701 -0.0077 0.0012 -0.0027
H -0.947769 -6.140972 1.478936 -0.0098 -0.0092 -0.0103
H 0.679869 -5.562729 2.883590 0.0221 -0.0051 0.0008
H 0.537058 -4.104652 3.874968 -0.0257 -0.0015 -0.0030
H 1.485323 -4.060198 2.408102 -0.0088 0.0022 -0.0090
H 0.600757 -1.605848 5.427208 -0.0163 0.0087 -0.0071
H 2.918021 -1.535801 6.281323 -0.0017 0.0024 0.0027
H 4.802279 -1.345933 4.668450 -0.0030 -0.0040 0.0178
H 4.370321 -1.293917 2.250582 0.0050 -0.0038 0.0060
H 1.263675 -2.192841 0.681123 0.0854 -0.0347 -0.0417
H 2.824077 -1.382076 0.363191 0.0025 0.0455 0.0141
F 6.583033 2.570390 -2.264132 -0.0060 -0.0037 0.0053
C 5.316740 2.085428 -2.083676 0.0152 0.0037 -0.0319
C 4.819797 1.969362 -0.806151 -0.0145 -0.0128 -0.0527
C 3.531390 1.468862 -0.641340 0.0420 0.0024 0.0419
C 2.737135 1.082975 -1.721712 0.0777 0.0229 0.0342
C 1.344407 0.543845 -1.543565 0.0433 -0.0454 -0.0432
C 3.292552 1.242218 -2.997257 -0.0505 -0.0226 0.0359
C 4.573111 1.734922 -3.192337 0.0558 0.0303 0.0388
H 5.423800 2.266576 0.041254 0.0092 0.0052 0.0010
H 3.136194 1.388294 0.364734 -0.0276 -0.0027 0.0041
H 1.246347 -0.368240 -2.151004 -0.0472 -0.0014 0.0751
H 0.634828 1.268095 -1.974222 0.0186 -0.0184 0.0042
H 2.686334 0.995348 -3.859620 -0.0233 -0.0089 -0.0307
H 4.985846 1.864813 -4.184421 0.0132 0.0014 -0.0011
C 0.291406 -0.114899 -5.154618 0.0573 -0.0837 0.0911
S -0.045095 1.465500 -5.969345 -0.0347 0.0029 -0.0739
C -1.589533 1.856810 -5.264601 0.0836 0.0907 0.0994
C -1.796382 2.676582 -4.182817 -0.0013 0.1385 0.0984
S -0.757499 3.608287 -3.219073 0.0937 -0.1398 -0.1496
S -3.506160 2.772052 -3.744822 -0.0981 -0.0834 0.0356
C -4.189041 1.749916 -4.943037 -0.2285 0.1948 -0.1897
S -5.831563 1.477382 -5.136859 0.1695 -0.0556 0.0805
S -2.999879 1.128469 -5.994775 -0.0361 -0.1353 -0.0279
H 1.265800 -0.465270 -5.500120 0.0107 0.0121 -0.0114
H -0.461198 -0.861393 -5.406486 -0.0309 0.0336 -0.0337
H 0.324548 0.024856 -4.075865 -0.0065 0.0308 -0.0262
```
Forces are in eV/Å.